(1)
C48H36BeN2OP2S as an isolated structure, computed with ωB97M-V with the def2-TZVPD basis set.

Geometry as XYZ:
```
91
Properties=species:S:1:pos:R:3:lowdin_charge:R:1
Be -0.01538 -0.74202 -0.40332 0.13
O 4.14622 0.35723 -0.88012 -0.50
S 2.79715 0.56599 -0.26699 0.91
C 2.59013 2.27186 -0.78247 -0.38
C 3.61561 3.22252 -0.66136 -0.01
C 3.46432 4.47231 -1.34852 -0.02
C 2.19299 4.88120 -1.71462 -0.05
C 1.15395 4.03889 -1.51286 -0.09
C 1.31876 2.73701 -1.09900 -0.36
P -0.02291 1.45769 -1.21614 1.14
C -1.47034 2.68884 -0.82383 -0.32
C -1.90799 2.61073 0.49860 -0.12
C -3.12929 3.21676 0.87526 -0.04
C -3.92035 3.77600 -0.13835 -0.07
C -3.43861 4.00901 -1.40382 -0.06
C -2.21913 3.41333 -1.75400 -0.09
C 0.03518 1.26012 -3.06813 -0.34
C 1.23899 1.37219 -3.81970 -0.07
C 1.24305 1.04509 -5.18708 -0.07
C 0.07139 0.57433 -5.81634 -0.05
C -1.14614 0.70414 -5.08583 -0.05
C -1.14448 0.83956 -3.68171 -0.11
C 3.19312 0.35946 1.46332 -0.39
C 4.50039 0.68935 1.75505 -0.05
C 4.70980 1.03643 3.11738 -0.03
C 3.86033 0.57290 4.14623 -0.05
C 2.64647 0.04559 3.77842 -0.09
C 2.28564 -0.07412 2.40571 -0.33
P 0.57814 -0.78248 2.04978 1.12
C -0.45250 0.31824 3.17639 -0.36
C -1.67838 -0.24271 3.53115 -0.14
C -2.61379 0.49638 4.29551 -0.05
C -2.30788 1.78314 4.80759 -0.06
C -1.15314 2.42316 4.37863 -0.05
C -0.29640 1.70141 3.48879 -0.09
C 0.75521 -2.49035 2.55458 -0.38
C 0.21198 -3.08404 3.77419 -0.07
C 0.47852 -4.39675 3.99394 -0.06
C 1.27642 -5.22575 3.10448 -0.02
C 1.71493 -4.63888 1.93199 -0.06
C 1.29187 -3.32079 1.61991 -0.13
H 4.64713 2.91771 -0.30191 0.14
H 4.28688 5.11586 -1.48477 0.10
H 2.01025 5.86630 -2.21317 0.14
H 0.18248 4.40831 -1.70857 0.09
H -1.30415 2.12632 1.26517 0.07
H -3.37928 3.27373 1.89252 0.09
H -4.88987 4.30890 0.09233 0.14
H -3.96296 4.59825 -2.12391 0.11
H -1.79718 3.61220 -2.75632 0.12
H 2.17747 1.55365 -3.36706 0.09
H 2.17257 1.33221 -5.82593 0.15
H 0.24332 0.29820 -6.86274 0.11
H -2.08786 0.65216 -5.61517 0.11
H -2.03286 0.63161 -3.16441 0.08
H 5.32111 0.92324 1.03580 0.13
H 5.63660 1.64093 3.29534 0.13
H 4.13466 0.67046 5.23241 0.14
H 1.93102 -0.46407 4.55556 0.15
H -1.87740 -1.27754 3.16698 0.11
H -3.63019 0.16135 4.41922 0.10
H -3.03079 2.26480 5.46596 0.12
H -0.72745 3.33083 4.76336 0.11
H 0.56827 2.20580 2.94809 0.13
H -0.27307 -2.41914 4.52663 0.12
H 0.09395 -4.83332 4.88164 0.10
H 1.48878 -6.26882 3.31774 0.11
H 2.21257 -5.25300 1.14241 0.12
H 1.47827 -2.88818 0.61045 0.08
C -4.13102 -1.33651 -0.00657 -0.01
C -2.88890 -0.65672 0.12822 -0.04
N -1.80423 -1.08784 -0.51541 0.07
C -1.93547 -2.16345 -1.38908 -0.13
C -3.15511 -2.70549 -1.73367 -0.11
C -4.31316 -2.27039 -0.97420 0.05
C -3.16583 -3.84597 -2.58222 0.02
C -1.99050 -4.48032 -2.84792 0.01
C -0.74452 -3.95167 -2.49879 -0.15
C 0.51732 -4.43113 -2.80791 0.07
C 1.70313 -3.64877 -2.60792 0.03
C 1.55815 -2.38984 -2.04049 -0.02
N 0.33845 -2.04040 -1.46958 0.06
C -0.71822 -2.82264 -1.68902 -0.14
H -4.91958 -0.97944 0.67974 0.14
H -2.69056 0.18278 0.75587 0.09
H -5.23288 -2.85432 -1.05796 0.14
H -4.10278 -4.35232 -2.82882 0.14
H -1.98648 -5.43047 -3.43795 0.15
H 0.63189 -5.38935 -3.31744 0.14
H 2.64370 -4.06745 -2.95371 0.13
H 2.34050 -1.71010 -2.07547 0.09
```

Summary:
total energy = -85187.7614 eV
highest occupied orbital energy = -13.38 eV
ΔE to the lowest compared entry with this formula, charge and spin = 151.4 kJ/mol
LUMO = -6.30 eV
charge = +2

***

(2)
C48H38AsF6NO2P3PtSSe2 as an isolated structure, computed with ωB97M-V with the def2-TZVPD basis set.

Geometry as XYZ:
```
103
Properties=species:S:1:pos:R:3:lowdin_charge:R:1
Pt 0.45149 -0.52779 -0.01520 0.67
O 3.14776 -0.30175 1.65003 -0.08
C 3.85474 -1.13886 0.78526 -0.25
C 5.17179 -0.85521 0.42876 0.01
C 5.83088 -1.79694 -0.33103 0.01
C 5.13865 -2.98630 -0.81308 -0.03
C 3.85735 -3.21165 -0.46392 -0.05
C 3.15191 -2.28574 0.40394 -0.29
P 1.45284 -2.41397 0.72782 0.94
C 1.11383 -2.59467 2.58648 -0.33
C 2.02033 -2.31736 3.59411 -0.08
C 1.58458 -2.41285 4.91756 -0.05
C 0.23430 -2.71331 5.26693 -0.02
C -0.65151 -3.00399 4.19086 -0.07
C -0.21529 -2.93417 2.88643 -0.16
C 1.00808 -3.97457 -0.16928 -0.35
C 1.14869 -5.21178 0.44683 -0.06
C 0.77281 -6.37801 -0.23490 -0.05
C 0.13812 -6.28285 -1.44137 -0.05
C -0.17174 -5.02005 -1.93076 -0.08
C 0.29886 -3.88471 -1.35036 -0.14
C 3.46688 1.02943 1.65059 -0.31
C 4.32567 1.39443 2.66657 0.01
C 4.79635 2.69465 2.74728 -0.04
C 4.36034 3.64441 1.86327 -0.05
C 3.42191 3.30209 0.90545 -0.04
C 2.90154 1.97622 0.83079 -0.30
P 1.60574 1.62525 -0.34990 1.07
C 2.39898 1.94477 -2.00696 -0.32
C 3.79351 2.08063 -2.03328 -0.09
C 4.38465 2.57885 -3.12457 -0.07
C 3.68489 2.98388 -4.25899 -0.02
C 2.32795 2.80746 -4.20688 -0.05
C 1.67614 2.28084 -3.11721 -0.15
C 0.35134 2.97085 -0.05086 -0.36
C -0.04142 3.85034 -1.00346 -0.07
C -0.99960 4.83169 -0.64565 -0.06
C -1.37523 5.01234 0.66795 -0.03
C -0.91727 4.10235 1.71957 -0.02
C -0.04296 3.12514 1.26785 -0.21
H 5.70234 0.02029 0.85820 0.14
H 6.85233 -1.56653 -0.43218 0.10
H 5.64998 -3.74708 -1.40719 0.12
H 3.41582 -4.16687 -0.80720 0.12
H 3.04907 -2.11707 3.31343 0.11
H 2.35060 -2.19686 5.68155 0.12
H -0.10542 -2.73094 6.33483 0.13
H -1.67054 -3.21706 4.48665 0.11
H -0.87709 -3.15336 2.02058 0.09
H 1.49377 -5.29173 1.47098 0.12
H 0.94480 -7.30180 0.29822 0.12
H -0.27454 -7.14355 -1.94018 0.12
H -0.74882 -4.89393 -2.86645 0.13
H -0.16797 -2.96165 -1.74499 0.06
H 4.63188 0.66160 3.39193 0.13
H 5.45355 2.95997 3.55667 0.12
H 4.86265 4.62761 1.97604 0.14
H 3.11602 4.02238 0.15312 0.13
H 4.37120 1.75124 -1.17536 0.11
H 5.48135 2.62872 -3.18803 0.13
H 4.20534 3.33966 -5.18059 0.14
H 1.69713 3.06635 -5.03152 0.12
H 0.61180 2.25175 -3.14571 0.08
H 0.12950 3.78431 -2.09163 0.10
H -1.48768 5.43283 -1.41502 0.12
H -2.08912 5.81846 0.84493 0.11
H -1.35134 4.08252 2.74892 0.13
H 0.39127 2.47305 2.00098 0.07
Se -1.42771 0.13838 1.62337 0.54
P -3.08661 0.06353 0.26088 0.41
Se -2.90117 0.05544 -2.02414 1.06
C -4.32723 1.28786 0.57271 -0.41
C -5.15125 1.72968 -0.44898 -0.12
C -6.18301 2.59172 -0.21623 -0.03
C -6.30320 3.17910 1.03896 -0.01
C -5.39847 2.83791 2.06167 -0.05
C -4.45142 1.87892 1.85762 -0.09
C -3.81590 -1.54026 0.28181 -0.46
C -5.19778 -1.76178 0.39087 -0.05
C -5.67742 -3.04759 0.43557 -0.05
C -4.84918 -4.13558 0.22361 -0.02
C -3.48935 -3.88998 0.04890 -0.05
C -2.97407 -2.62830 0.08315 -0.15
H -5.01371 1.36998 -1.45764 0.06
H -6.77408 3.02647 -1.00570 0.13
H -7.11422 3.85558 1.23827 0.12
H -5.48878 3.23497 3.10572 0.14
H -3.75099 1.76557 2.60495 0.06
H -5.92413 -1.00819 0.63469 0.12
H -6.77519 -3.19716 0.57589 0.14
H -5.25803 -5.11295 0.12960 0.11
H -2.82657 -4.78126 -0.13915 0.13
H -1.90551 -2.50442 -0.10080 0.06
O 1.84939 -1.50432 -3.00578 -0.46
S 0.59059 -0.81618 -3.19874 0.81
N -0.14009 -0.40875 -1.91780 -0.67
F -2.79289 2.59969 -2.16340 -0.39
As -3.08134 3.03107 -3.91552 0.79
F -1.88811 1.77110 -4.42068 -0.33
F -1.67141 4.09694 -3.77439 -0.25
F -3.36069 3.49846 -5.50636 -0.18
F -4.30360 4.13850 -3.27728 -0.24
F -4.23264 1.76447 -3.96334 -0.28
```

Summary:
total energy = -305746.2658 eV
highest occupied orbital energy (spin up / spin down) = -13.45 / -13.75 eV
multiplicity = 6
LUMO (spin up / spin down) = -6.05 / -8.55 eV
charge = +2

***

(3)
C48H38BiF9N3O7PS2 as an isolated structure, computed with ωB97M-V with the def2-TZVPD basis set.

Geometry as XYZ:
```
109
Properties=species:S:1:pos:R:3:lowdin_charge:R:1
Bi -0.68816 0.19915 1.15191 1.73
F 6.46359 4.45749 4.19400 0.15
C 5.14321 4.55237 4.30213 -0.60
F 4.84947 4.31631 5.60618 0.13
F 4.79017 5.81086 4.00636 0.15
C 4.43853 3.55375 3.43444 -0.09
C 5.02192 2.29302 3.17590 0.00
C 4.35245 1.32960 2.46730 -0.09
C 3.10751 1.64384 1.92751 -0.30
C 2.53403 2.91134 2.14089 -0.06
C 3.16219 3.86821 2.90913 0.02
P 2.14064 0.42547 0.96325 1.05
C 2.85790 0.63177 -0.70646 -0.33
C 2.01742 1.14377 -1.66199 -0.06
C 2.49307 1.36990 -2.95054 0.03
C 3.77220 1.00469 -3.29642 -0.12
C 4.61310 0.51226 -2.31494 -0.02
C 4.16318 0.31011 -1.05161 -0.08
C 4.24151 1.19196 -4.70134 -0.57
F 5.00078 2.29433 -4.83831 0.15
F 4.93692 0.14698 -5.17940 0.14
F 3.20249 1.33149 -5.56607 0.12
C 2.74423 -1.18044 1.48538 -0.39
C 2.82452 -2.24918 0.60862 -0.07
C 3.16891 -3.49108 1.09601 0.00
C 3.42914 -3.67690 2.44802 -0.11
C 3.30658 -2.61936 3.33062 0.01
C 2.96696 -1.38338 2.82826 -0.09
C 3.75425 -5.02719 3.03119 -0.59
F 2.60896 -5.50662 3.54140 0.14
F 4.64663 -4.95366 4.02044 0.15
F 4.21553 -5.92930 2.14647 0.14
H 5.99914 2.08815 3.61082 0.13
H 4.82304 0.36661 2.32465 0.11
H 1.60597 3.19663 1.64773 0.07
H 2.65995 4.82028 3.07359 0.13
H 1.00592 1.44897 -1.38394 0.06
H 1.84844 1.76241 -3.73822 0.13
H 5.63121 0.20196 -2.48128 0.13
H 4.83369 -0.08687 -0.27766 0.12
H 2.64041 -2.08248 -0.45033 0.12
H 3.26803 -4.34216 0.44631 0.12
H 3.49702 -2.81263 4.36332 0.13
H 2.80382 -0.55630 3.53645 0.12
O -1.73726 3.99530 0.01457 -0.29
S -0.66520 3.04775 -0.01473 0.27
O -0.93177 1.89349 -0.93578 -0.52
O -0.59453 2.31015 1.37118 -0.62
O 0.67352 3.56508 -0.23578 -0.33
O -0.52532 -2.37806 1.14751 -0.69
S -1.64983 -3.39178 1.32030 1.01
C -0.92543 -4.95381 0.93176 -0.38
C -0.23695 -5.17107 -0.26336 -0.06
C 0.30514 -6.42105 -0.49742 -0.06
C 0.19282 -7.42508 0.47594 -0.05
C -0.43682 -7.16678 1.69170 -0.07
C -1.02727 -5.93373 1.92441 -0.07
C -2.67030 -3.26092 -0.14200 -0.38
C -3.98328 -3.73237 -0.05716 -0.09
C -4.84153 -3.49655 -1.10856 -0.09
C -4.40826 -2.81177 -2.20772 -0.08
C -3.10892 -2.31485 -2.28039 -0.05
C -2.19802 -2.52857 -1.23485 -0.07
H -0.06970 -4.37063 -1.00862 0.13
H 0.85368 -6.62437 -1.35707 0.09
H 0.60772 -8.39819 0.27059 0.11
H -0.49171 -7.94117 2.45646 0.11
H -1.46241 -5.69089 2.86832 0.10
H -4.30945 -4.29366 0.78336 0.10
H -5.87882 -3.86884 -1.03999 0.12
H -5.04930 -2.57604 -3.02590 0.10
H -2.78509 -1.70687 -3.13648 0.12
H -1.17550 -2.12905 -1.24198 0.10
C -0.88439 5.23048 -6.01600 -0.05
C -1.77653 4.49654 -5.06606 -0.30
C -2.82640 5.12275 -4.41199 -0.04
C -3.52684 4.52701 -3.38297 0.00
C -3.20850 3.22067 -2.97489 -0.23
N -3.89080 2.57884 -1.90019 0.16
C -5.24019 2.58913 -1.71902 -0.51
O -6.04355 3.08306 -2.45484 0.09
N -5.78330 1.91231 -0.58868 0.15
C -5.15467 1.13064 0.37526 -0.22
C -5.76476 -0.01438 0.83252 0.00
C -5.08116 -0.85259 1.69968 -0.05
C -3.78968 -0.50858 2.07348 -0.18
N -3.23351 0.62295 1.65111 -0.05
C -3.93373 1.47946 0.92105 -0.06
C -2.21859 2.58311 -3.65791 -0.03
C -1.48007 3.21924 -4.66503 -0.04
H -1.38852 6.12743 -6.35542 0.07
H -0.68367 4.63779 -6.90190 0.07
H 0.08279 5.50877 -5.55376 0.09
H -3.12626 6.13366 -4.66737 0.11
H -4.31571 5.04697 -2.87226 0.11
H -3.24398 2.01605 -1.34415 0.10
H -6.73581 1.71561 -0.76398 0.13
H -6.77177 -0.22068 0.49105 0.12
H -5.52633 -1.80412 2.01784 0.12
H -3.14684 -1.15235 2.75147 0.12
H -3.42311 2.38749 0.64034 0.10
H -1.97831 1.57462 -3.34928 0.10
H -0.66304 2.67378 -5.11518 0.11
C -0.78352 1.30961 4.38456 -0.08
C -0.42271 0.10304 3.55146 -0.52
O -0.00505 -0.92618 4.02419 -0.03
H -0.94710 1.03167 5.43643 0.09
H -1.56252 1.93771 3.92472 0.07
H 0.11144 1.96670 4.29766 0.09
```

Summary:
total energy = -130454.1308 eV
highest occupied orbital energy = -8.07 eV
ΔE to the lowest compared entry with this formula, charge and spin = 0.0 kJ/mol
LUMO = -0.48 eV

***

(4)
C48H38F9FeN8OP as an isolated structure, computed with ωB97M-V with the def2-TZVPD basis set.

Geometry as XYZ:
```
106
Properties=species:S:1:pos:R:3:lowdin_charge:R:1
Fe -0.21487 -0.49435 1.19669 0.29
C -3.07879 -0.98037 -2.06892 -0.03
C -1.97250 -0.54788 -1.32722 -0.11
N -1.65923 -1.04462 -0.13184 0.05
C -2.48646 -1.99560 0.37889 -0.15
C -3.58092 -2.52188 -0.30738 -0.15
C -3.85550 -1.99612 -1.59551 0.01
C -4.35046 -3.56372 0.29708 -0.01
C -4.06130 -4.03418 1.53458 -0.02
C -2.97672 -3.47685 2.28045 -0.14
C -2.62439 -3.88923 3.57761 0.00
C -1.57212 -3.28689 4.21642 -0.03
C -0.87195 -2.26243 3.56512 -0.09
N -1.18189 -1.85385 2.35097 0.06
C -2.20697 -2.45819 1.70204 -0.12
H -3.23816 -0.55169 -3.04794 0.12
H -1.34044 0.22652 -1.72525 0.07
H -4.67767 -2.39310 -2.17673 0.13
H -5.17751 -3.97713 -0.26697 0.12
H -4.64837 -4.82624 1.98150 0.11
H -3.19019 -4.67735 4.05924 0.12
H -1.27195 -3.58226 5.21166 0.11
H -0.03747 -1.76875 4.04298 0.10
N 2.14285 -2.20372 1.48639 0.03
C 2.75783 -3.35667 1.17985 -0.08
C 2.00596 -3.96412 0.20268 -0.03
C 0.94244 -3.08248 -0.03372 -0.10
N 1.03841 -2.01116 0.74560 -0.04
H 2.41256 -1.47791 2.13153 0.12
H 3.67629 -3.64439 1.66277 0.12
H 2.19489 -4.90201 -0.28785 0.10
H 0.14900 -3.17754 -0.75231 0.08
C -0.03627 -1.59463 -3.24472 -0.06
C -0.73903 -2.71941 -3.71175 -0.35
C -0.87738 -2.98901 -5.10770 -0.08
C -1.56623 -4.07897 -5.58323 -0.13
C -2.17085 -5.00136 -4.72055 -0.15
C -2.05511 -4.77572 -3.35785 -0.13
C -1.37617 -3.67211 -2.86287 -0.10
H 0.47201 -0.93678 -3.94056 0.03
H 0.17435 -1.47487 -2.19344 -0.02
H -0.41679 -2.30172 -5.80964 0.10
H -1.63456 -4.22788 -6.65549 0.09
H -2.70363 -5.86071 -5.10470 0.08
H -2.50668 -5.47108 -2.65559 0.09
H -1.32633 -3.54390 -1.79076 0.06
C -3.44779 2.53182 4.30123 -0.03
N -2.80389 2.30784 3.00718 -0.15
C -3.04877 3.19608 1.87884 -0.01
C -2.06008 1.23386 2.81441 -0.28
O -1.55495 0.95362 1.71471 -0.09
H -3.77492 3.56710 4.34949 0.09
H -2.72799 2.37227 5.10107 0.07
H -4.31864 1.88562 4.42657 0.09
H -3.51699 4.10516 2.24388 0.09
H -3.70056 2.72316 1.14200 0.10
H -2.10576 3.45002 1.39518 0.08
H -1.92521 0.59626 3.69698 0.15
N 1.01792 0.07317 2.70829 0.09
C 1.03895 0.63845 3.73006 -0.35
N 1.15810 1.21908 4.86363 0.11
C 0.42986 2.30249 5.05773 -0.39
N -0.19632 3.26091 5.24111 0.13
F 1.93735 6.61691 3.81561 0.15
C 2.46199 6.45645 2.59319 -0.58
F 2.01004 7.46956 1.82836 0.14
F 3.79371 6.62120 2.70234 0.14
C 2.12058 5.12274 1.98848 -0.11
C 1.27243 4.24362 2.63294 0.01
C 0.96942 3.02593 2.03284 -0.08
C 1.50773 2.68187 0.80264 -0.32
C 2.36551 3.58410 0.16562 -0.06
C 2.67285 4.79492 0.75303 0.00
P 1.07247 1.10470 -0.03452 1.13
C 2.71142 0.35749 -0.33186 -0.34
C 2.85609 -0.62002 -1.31770 -0.08
C 4.03471 -1.33900 -1.41913 0.01
C 5.07211 -1.09415 -0.53045 -0.12
C 4.94314 -0.12458 0.45141 0.00
C 3.76388 0.60006 0.54833 -0.07
C 6.31213 -1.93982 -0.58152 -0.58
F 6.18677 -3.03118 0.20938 0.13
F 7.39745 -1.27694 -0.15086 0.14
F 6.57555 -2.38647 -1.81722 0.15
C 0.53921 1.83880 -1.62500 -0.34
C -0.64227 2.58182 -1.57124 -0.09
C -1.11555 3.23590 -2.69209 0.01
C -0.40365 3.15335 -3.88241 -0.11
C 0.77915 2.43660 -3.94531 0.01
C 1.25304 1.78488 -2.81523 -0.06
C -0.95061 3.82063 -5.11380 -0.58
F -1.85808 3.04539 -5.73502 0.15
F 0.01071 4.09698 -6.00899 0.14
F -1.56724 4.97972 -4.81859 0.14
H 0.85219 4.48446 3.60044 0.09
H 0.31456 2.34247 2.54209 0.05
H 2.79144 3.33850 -0.79981 0.12
H 3.33727 5.48989 0.25592 0.13
H 2.04404 -0.85572 -1.99662 0.07
H 4.13511 -2.09961 -2.18189 0.13
H 5.75647 0.06515 1.13914 0.13
H 3.66390 1.34240 1.32899 0.11
H -1.20153 2.63359 -0.64014 0.10
H -2.03185 3.80880 -2.64666 0.13
H 1.33214 2.38440 -4.87308 0.13
H 2.17956 1.23161 -2.87753 0.10
```

Summary:
total energy = -132496.7102 eV
highest occupied orbital energy (spin up / spin down) = -4.89 / -4.89 eV
ΔE to the lowest compared entry with this formula, charge and spin = 0.0 kJ/mol
LUMO (spin up / spin down) = -0.73 / -0.73 eV